(1)
{"formula": "CClN4", "method": "ωB97M-V with the def2-TZVPD basis set", "symbols": ["C", "N", "N", "N", "N", "Cl"], "coordinates": [[0.684, -0.017, -0.211], [-0.217, -0.696, -0.866], [0.359, 0.666, 0.869], [-1.281, -0.404, -0.160], [-0.965, 0.390, 0.914], [3.184, 0.118, -1.202]], "nbo_charge": [0.616, -0.402, -0.409, -0.134, -0.139, -0.532], "e_tot_ha": -717.256682, "gap_ev": [8.150, 8.151], "charge": -1}


(2)
{"formula": "CClNO4", "method": "ωB97M-V with the def2-TZVPD basis set", "symbols": ["O", "N", "O", "Cl", "O", "C", "O"], "coordinates": [[-0.504, -1.875, 1.336], [-0.180, -0.763, 1.285], [-0.721, 0.248, 1.455], [1.688, -0.500, 1.214], [-1.187, 0.886, -1.434], [-0.088, 0.946, -1.749], [0.991, 1.057, -2.108]], "nbo_charge": [-0.257, 0.595, -0.260, -0.077, -0.514, 1.017, -0.504], "smiles": "O=[N+]([O-])Cl.O=C=O", "e_tot_ha": -853.918034, "gap_ev": 10.754}


(3)
{"formula": "CClNO4", "method": "ωB97M-V with the def2-TZVPD basis set", "symbols": ["O", "N", "O", "Cl", "O", "C", "O"], "coordinates": [[-1.304, 0.470, 1.777], [-0.593, 0.776, 0.884], [0.562, 0.691, 0.802], [-1.279, 1.464, -0.702], [1.338, -0.434, -1.702], [0.884, -1.143, -0.931], [0.393, -1.823, -0.128]], "nbo_charge": [-0.268, 0.573, -0.291, -0.011, -0.497, 1.023, -0.530], "smiles": "O=[N+]([O-])Cl.O=C=O", "e_tot_ha": -853.916805, "gap_ev": 10.884}


(4)
{"formula": "CClO2P", "method": "ωB97M-V with the def2-TZVPD basis set", "symbols": ["C", "O", "O", "P", "Cl"], "coordinates": [[1.576, 0.632, -0.051], [2.556, 0.617, 0.455], [-0.716, -1.203, -0.907], [-0.847, -0.495, 0.330], [-2.569, 0.449, 0.173]], "nbo_charge": [0.490, -0.464, -1.007, 1.300, -0.320], "e_tot_ha": -990.150349, "gap_ev": 9.821}


(5)
{"formula": "CCrNO5S2", "method": "ωB97M-V with the def2-TZVPD basis set", "symbols": ["O", "C", "O", "Cr", "N", "S", "O", "S", "O", "O"], "coordinates": [[1.744, 1.357, -0.376], [2.218, 0.597, 0.481], [3.213, 0.491, 1.127], [-0.247, 1.034, -0.146], [-1.588, -0.568, -0.820], [-2.849, 0.337, -0.177], [-2.038, 1.686, 0.252], [-0.967, -1.859, -0.009], [0.658, -0.477, 0.700], [-0.144, -2.598, -1.032]], "nbo_charge": [-0.734, 1.059, -0.582, 1.245, -1.118, 0.625, -1.045, 1.498, -1.084, -0.864], "multiplicity": 5, "e_tot_ha": -2309.918483, "gap_ev": [6.313, 6.573], "charge": -1}


(6)
{"formula": "CF2N5", "method": "ωB97M-V with the def2-TZVPD basis set", "symbols": ["C", "N", "N", "N", "N", "N", "F", "F"], "coordinates": [[-0.480, -0.649, -0.046], [-0.005, -0.345, -1.259], [-1.567, -1.326, 0.123], [-0.980, -0.981, -1.901], [-1.893, -1.565, -1.121], [1.166, 1.298, 1.495], [1.213, 2.522, 0.925], [2.545, 1.047, 1.784]], "nbo_charge": [0.305, -0.433, -0.452, -0.190, -0.179, 0.450, -0.220, -0.281], "e_tot_ha": -511.373629, "gap_ev": [6.408, 8.766], "charge": -1}


(7)
{"formula": "CF4", "method": "ωB97M-V with the def2-TZVPD basis set", "symbols": ["F", "C", "F", "F", "F"], "coordinates": [[-1.270, -0.059, 0.285], [-0.039, -0.038, -0.070], [0.711, -0.152, 1.022], [0.343, -1.019, -0.745], [0.254, 1.268, -0.492]], "nbo_charge": [-0.287, 1.226, -0.336, -0.269, -0.335], "smiles": "FC(F)(F)F", "e_tot_ha": -437.572456, "gap_ev": 15.561}


(8)
{"formula": "CF4MgO3P", "method": "ωB97M-V with the def2-TZVPD basis set", "symbols": ["C", "O", "O", "O", "Mg", "P", "F", "F", "F", "F"], "coordinates": [[-1.327, -1.920, 0.377], [-0.773, 0.460, -0.681], [-0.272, -1.870, 0.919], [-2.378, -2.317, 0.074], [-1.724, 2.190, -0.019], [0.734, 0.657, -0.355], [1.613, 1.681, -1.191], [0.285, 2.042, 0.634], [1.604, 0.228, 0.895], [1.341, -0.554, -1.249]], "nbo_charge": [1.036, -1.260, -0.538, -0.503, 0.979, 2.615, -0.545, -0.694, -0.523, -0.567], "multiplicity": 2, "e_tot_ha": -1204.954498, "gap_ev": [7.484, 11.139]}